one | 7 unconnected molecules or ions with the total composition H13O6S. Source: OMol25; level of theory: the ωB97M-V functional and the def2-TZVPD basis.

The geometry in XYZ format:
```
20
Properties=species:S:1:pos:R:3:nbo_charge:R:1
S -0.808 -1.038 -2.425 -1.016
H 0.116 -0.032 -2.913 0.096
H -1.452 0.764 -1.226 0.515
H -1.673 2.217 -1.826 0.462
O -1.386 1.774 -0.999 -1.033
H 1.312 -0.171 1.137 0.495
H 0.541 0.933 1.707 0.479
O 0.821 -0.008 1.922 -0.981
H -1.789 0.900 1.748 0.468
H -1.055 -0.223 2.409 0.489
O -1.955 -0.015 2.214 -0.965
H 2.701 -1.492 -0.174 0.476
H 1.721 -0.915 -1.150 0.515
O 2.366 -0.640 -0.433 -0.992
H 1.993 1.368 -0.543 0.482
H 0.778 2.231 -0.844 0.490
O 1.480 2.103 -0.250 -0.978
H -0.783 -2.905 -0.029 0.479
H -1.563 -1.966 0.851 0.485
O -1.364 -2.886 0.823 -0.968
```

Calculated values
Charge ... -1

two | 7 unconnected molecules or ions with the total composition H13O6S. Source: OMol25; level of theory: the ωB97M-V functional and the def2-TZVPD basis.

The geometry in XYZ format:
```
20
Properties=species:S:1:pos:R:3:nbo_charge:R:1
S -0.462 -1.161 -0.103 -1.030
H -1.616 -1.367 -0.746 0.117
H 1.569 -3.347 2.097 0.458
H 0.511 -4.042 1.417 0.472
O 1.018 -4.325 2.122 -0.932
H 0.680 0.127 -3.503 0.456
H 0.287 1.050 -2.314 0.500
O 0.128 0.905 -3.288 -0.986
H 1.299 4.162 -1.054 0.469
H 0.368 3.992 0.126 0.486
O 0.980 4.630 -0.275 -0.955
H 0.787 0.497 -0.300 0.491
H 1.876 1.066 -1.096 0.462
O 1.059 1.361 -0.707 -0.996
H -3.235 -3.199 0.135 0.459
H -2.714 -2.035 0.899 0.492
O -3.421 -2.669 0.921 -0.960
H 0.007 1.429 1.247 0.479
H 0.694 1.067 2.355 0.458
O 0.187 1.859 2.068 -0.940
```

Calculated values
Charge ... -1

Energy ordering: one at the bottom, the next structure 0.0279 hartree above.

one | 5 unconnected molecules or ions with the total composition H9O5. Source: OMol25; level of theory: the ωB97M-V functional and the def2-TZVPD basis.

The geometry in XYZ format:
```
14
Properties=species:S:1:pos:R:3:nbo_charge:R:1
O -1.231 -0.166 -0.598 -1.064
H -1.222 -0.815 -1.317 0.447
O -0.804 2.239 -2.121 -0.974
H -1.241 1.711 -1.423 0.501
H -0.415 1.476 -2.581 0.461
O -2.212 0.229 2.509 -0.963
H -2.521 -0.143 1.669 0.481
H -1.358 0.530 2.212 0.481
O 1.194 -0.187 0.068 -1.259
H -0.274 -0.363 -0.241 0.518
H 1.529 0.606 -0.380 0.428
O 3.085 -2.044 0.312 -1.024
H 2.516 -1.261 0.070 0.521
H 2.539 -2.590 0.870 0.447
```

Calculated values
Charge ... -1

two | 5 unconnected molecules or ions with the total composition H9O5. Source: OMol25; level of theory: the ωB97M-V functional and the def2-TZVPD basis.

The geometry in XYZ format:
```
14
Properties=species:S:1:pos:R:3:nbo_charge:R:1
O 0.170 0.176 0.479 -1.230
H 0.123 -0.336 -0.309 0.429
O 1.016 -3.678 -1.914 -0.927
H 0.222 -3.240 -2.216 0.467
H 1.661 -3.231 -2.471 0.460
O 1.761 2.032 1.165 -1.039
H 2.432 2.111 0.469 0.436
H 1.128 1.283 0.839 0.513
O -1.186 1.804 -1.037 -1.046
H -1.331 2.506 -0.365 0.446
H -0.576 1.150 -0.482 0.498
O -2.044 -0.467 2.149 -0.983
H -2.293 0.241 1.543 0.470
H -1.082 -0.351 2.149 0.505
```

Calculated values
Charge ... -1

Energy ordering: one at the bottom, the next structure 0.0137 hartree above.

one | 2 unconnected molecules or ions with the total composition C4H13NOS. Source: OMol25; level of theory: the ωB97M-V functional and the def2-TZVPD basis.

The geometry in XYZ format:
```
20
Properties=species:S:1:pos:R:3:nbo_charge:R:1
C -1.671 -1.131 -0.607 -0.413
N -0.211 -0.804 -0.611 -0.643
C 0.630 -1.765 0.021 -0.200
C 2.157 -1.378 0.293 -0.438
C 2.218 -0.601 1.576 -0.484
S 1.530 1.145 1.410 -0.090
H -1.924 -2.129 -0.998 0.197
H -1.949 -1.097 0.431 0.166
H -2.133 -0.286 -1.129 0.211
H -0.080 0.130 -0.197 0.366
H 0.241 -2.097 1.040 0.136
H 0.726 -2.612 -0.653 0.186
H 2.712 -2.316 0.340 0.214
H 2.521 -0.883 -0.621 0.222
H 1.404 -1.025 2.308 0.213
H 3.191 -0.602 2.088 0.224
H 2.807 1.590 1.345 0.133
O -4.896 2.773 -2.832 -0.935
H -5.570 3.126 -2.233 0.468
H -5.175 3.091 -3.708 0.468
```

Calculated values
Structure (SMILES) ... CNCCCS.O

two | 2 unconnected molecules or ions with the total composition C4H13NOS. Source: OMol25; level of theory: the ωB97M-V functional and the def2-TZVPD basis.

The geometry in XYZ format:
```
20
Properties=species:S:1:pos:R:3:nbo_charge:R:1
C -0.148 -2.454 -0.430 -0.432
N -0.009 -1.446 -1.508 -0.619
C 0.175 -0.065 -0.944 -0.250
C 1.372 0.092 0.035 -0.436
C 1.145 0.430 1.518 -0.568
S 0.900 2.144 1.846 -0.019
H 0.299 -3.507 -0.736 0.200
H -1.244 -2.728 -0.273 0.193
H 0.238 -2.245 0.510 0.177
H 0.849 -1.695 -1.965 0.346
H -0.625 0.049 -0.327 0.191
H -0.090 0.803 -1.692 0.218
H 2.119 0.873 -0.426 0.213
H 2.094 -0.907 -0.068 0.210
H 1.985 0.145 2.198 0.228
H 0.209 -0.142 1.845 0.232
H 1.907 2.692 1.130 0.117
O -3.799 -0.550 -1.927 -0.945
H -3.003 -1.085 -2.119 0.477
H -3.948 -0.041 -2.721 0.467
```

Calculated values
Structure (SMILES) ... CNCCCS.O

Energy ordering: one at the bottom, the next structure 0.0265 hartree above.

one | 3 unconnected molecules or ions with the total composition C4H13NOS. Source: OMol25; level of theory: the ωB97M-V functional and the def2-TZVPD basis.

The geometry in XYZ format:
```
20
Properties=species:S:1:pos:R:3:nbo_charge:R:1
C -0.682 1.136 -0.564 -0.277
N -1.049 -0.190 -1.033 -0.375
C -0.064 -1.225 -0.845 -0.243
C 0.604 -1.232 0.560 -0.634
S 1.806 0.016 0.763 0.189
C 0.321 1.897 -1.450 -0.635
H -1.637 1.668 -0.574 0.246
H -0.392 1.108 0.501 0.263
H -0.015 0.289 2.501 -0.038
H 0.665 -1.303 -1.661 0.212
H -0.595 -2.176 -0.957 0.217
H -0.108 -1.633 1.286 0.281
H 1.325 -2.077 0.395 0.293
H -0.423 0.387 3.098 0.027
H 0.705 1.251 -2.255 0.216
H -0.096 2.754 -1.975 0.221
H 1.230 2.195 -0.923 0.220
H -1.830 -0.478 -0.360 0.435
H -3.081 -0.980 1.130 0.434
O -2.293 -0.425 1.140 -1.050
```

two | 2 unconnected molecules or ions with the total composition C4H13NOS. Source: OMol25; level of theory: the ωB97M-V functional and the def2-TZVPD basis.

The geometry in XYZ format:
```
20
Properties=species:S:1:pos:R:3:nbo_charge:R:1
C 1.948 0.964 -0.167 -0.426
N 0.411 0.737 -0.031 -0.642
C 0.112 1.423 1.218 -0.233
C -1.234 1.156 1.862 -0.457
C -1.997 0.302 0.917 -0.521
S -1.514 -1.425 1.290 -0.050
H 2.081 2.021 0.078 0.190
H 2.619 0.377 0.524 0.173
H 2.384 0.626 -1.083 0.202
H 0.417 -0.352 0.007 0.378
H 0.849 1.234 2.068 0.169
H 0.330 2.512 0.998 0.195
H -1.105 0.594 2.839 0.202
H -1.835 2.015 2.157 0.230
H -3.244 0.248 0.853 0.215
H -1.847 0.777 -0.109 0.243
H -2.383 -1.855 0.313 0.132
O 1.674 -3.768 -4.245 -0.927
H 1.048 -3.046 -4.700 0.463
H 1.285 -4.540 -4.790 0.464
```

Calculated values
Structure (SMILES) ... CNCCCS.O

three | 2 unconnected molecules or ions with the total composition C4H13NOS. Source: OMol25; level of theory: the ωB97M-V functional and the def2-TZVPD basis.

The geometry in XYZ format:
```
20
Properties=species:S:1:pos:R:3:nbo_charge:R:1
C -2.101 0.618 -0.683 -0.416
N -0.856 1.200 -0.164 -0.669
C 0.084 0.404 0.628 -0.064
C 1.415 1.139 0.690 -0.604
C 0.308 -1.010 0.083 -0.549
S 0.398 -2.303 1.324 -0.019
H -2.966 1.013 -0.134 0.186
H -2.271 0.918 -1.715 0.194
H -2.129 -0.456 -0.561 0.199
H -1.056 2.097 0.264 0.372
H -0.262 0.301 1.658 0.176
H 1.379 1.996 1.361 0.207
H 2.216 0.479 1.023 0.210
H 1.664 1.565 -0.272 0.209
H -0.449 -1.333 -0.623 0.235
H 1.171 -1.050 -0.588 0.229
H 1.583 -2.006 1.853 0.115
O 0.287 1.654 -2.974 -0.961
H 1.100 2.097 -2.722 0.463
H -0.279 1.672 -2.182 0.487
```

Calculated values
Structure (SMILES) ... CN[C@H](C)CS.O

four | 2 unconnected molecules or ions with the total composition C4H13NOS. Source: OMol25; level of theory: the ωB97M-V functional and the def2-TZVPD basis.

The geometry in XYZ format:
```
20
Properties=species:S:1:pos:R:3:nbo_charge:R:1
C 0.434 1.164 -2.273 -0.628
C -0.670 0.917 -1.258 -0.217
N -0.414 -0.084 -0.216 -0.634
C 0.193 0.407 1.026 -0.229
C 1.694 0.077 1.175 -0.535
S 1.964 -1.433 2.168 -0.049
H 0.521 0.349 -3.002 0.203
H 0.181 2.041 -2.869 0.217
H 1.395 1.270 -1.769 0.202
H -1.670 0.773 -1.655 0.194
H -0.811 1.868 -0.716 0.180
H 0.214 -0.801 -0.566 0.348
H -0.329 -0.056 1.863 0.197
H 0.073 1.475 1.133 0.192
H 2.156 -0.031 0.200 0.217
H 2.223 0.905 1.653 0.220
H 2.690 -2.109 1.270 0.123
O -3.358 -2.099 1.630 -0.944
H -2.562 -1.962 1.106 0.477
H -3.923 -2.672 1.100 0.466
```

Calculated values
Structure (SMILES) ... CCNCCS.O

Energy ordering: three at the bottom, the next structure 0.0073 hartree above.